C48H54BrN4OSSb2SiTl | ωB97M-V/def2-TZVPD

```
113
Properties=species:S:1:pos:R:3:forces:R:3:mulliken_charge:R:1
Tl 14.92534 14.61384 12.65511 -0.04 -0.35 0.07 0.985
Br 11.74352 7.53609 13.79099 -0.33 -1.39 0.14 -0.287
C 12.20671 9.33405 13.64665 -0.06 -0.99 0.17 0.265
C 12.12764 10.09543 14.80272 0.47 2.15 0.36 -0.834
C 12.38857 11.44734 14.64591 0.20 -0.06 0.03 -0.189
C 12.76516 12.08700 13.38335 -0.90 0.14 0.51 -0.514
O 12.79858 13.36583 13.33263 0.18 -1.71 -0.13 0.459
C 12.86842 11.16682 12.26146 0.22 0.19 0.00 0.863
C 13.33844 11.52749 10.97049 0.92 2.28 -1.14 -1.382
N 14.16692 12.54242 10.68957 -1.40 -1.95 2.60 0.648
C 14.92300 12.45809 9.58731 0.59 -0.04 -3.08 0.215
C 14.97372 11.33264 8.74018 -0.30 -0.08 1.50 -0.884
C 15.61210 11.38329 7.51652 0.50 -0.70 -1.47 -0.771
C 16.26422 12.50686 7.04920 -0.21 -0.76 0.08 -0.716
C 16.37300 13.62830 7.86900 -0.38 0.72 0.82 0.608
C 17.08899 14.82718 7.51631 0.51 -1.31 -0.43 -0.643
C 17.00720 15.87376 8.35253 1.24 1.62 -0.20 -0.952
C 16.26156 15.78246 9.51661 -2.00 -0.47 1.57 -0.575
N 15.62407 14.70682 9.97179 1.01 0.33 -2.09 0.443
C 15.68367 13.60810 9.13645 -0.30 0.35 0.54 0.155
C 12.56228 9.78629 12.42958 -0.74 0.74 -0.84 -0.773
H 11.89072 9.66141 15.78387 0.05 0.22 -0.60 0.413
H 12.34742 12.16992 15.45800 0.00 -0.39 0.15 0.310
H 12.94287 10.95874 10.10434 0.33 -0.23 0.55 0.462
H 14.49855 10.42100 9.13655 0.46 0.35 -0.70 0.551
H 15.62616 10.49541 6.84379 -0.19 0.62 0.69 0.292
H 16.66435 12.49749 6.04942 0.31 0.09 -0.12 0.402
H 17.80060 14.84777 6.66360 -0.86 -0.13 0.41 0.315
H 17.57876 16.82339 8.22750 -0.57 -0.89 -0.12 0.315
H 16.06398 16.67579 10.08306 0.44 0.19 0.26 0.671
H 12.44056 9.09141 11.57405 0.52 0.70 0.47 0.358
C 13.42747 16.87800 14.93988 -0.21 0.35 0.13 -0.761
Si 11.60159 17.21147 14.88134 -0.21 -1.10 -0.99 -0.631
C 11.03983 17.36329 13.02104 -0.70 -0.69 0.26 -1.404
N 11.42954 16.29840 12.05986 -0.50 -0.39 1.15 0.924
C 11.65619 16.85133 10.74417 1.67 0.60 0.73 -0.972
C 11.81422 15.82754 9.66450 -0.61 -0.83 0.10 -0.167
C 10.45781 15.11885 9.48450 0.06 -0.32 -1.40 -0.678
C 9.64552 15.02990 10.76232 -0.13 -0.41 1.46 -1.042
C 10.56703 15.08001 12.02188 -0.04 0.08 0.06 0.593
C 11.22285 18.87901 15.65850 -0.11 1.08 0.46 0.479
C 10.57124 19.04698 16.88759 -0.26 -0.53 0.47 0.380
C 10.27409 20.30539 17.43681 0.30 -0.14 -0.47 -0.781
C 10.66884 21.44417 16.73730 -0.39 0.32 -0.57 -0.339
C 11.29795 21.32175 15.47997 0.04 0.32 0.39 -0.709
C 11.61497 20.06507 14.99603 0.20 -0.72 0.24 -0.462
C 10.37164 15.96777 15.64052 -0.04 0.53 0.68 0.880
C 10.66887 14.65772 16.03657 0.51 0.28 -0.44 0.344
C 9.69338 13.88023 16.61587 -1.80 0.67 -0.34 -0.588
C 8.37989 14.35341 16.78004 0.86 1.24 -0.33 -0.600
C 8.07711 15.70279 16.47012 -0.55 -0.59 -0.12 -0.783
C 9.07023 16.47902 15.90039 0.84 0.10 -0.82 -0.430
H 13.89295 17.85187 15.14289 0.02 -0.03 -0.22 0.505
H 13.69067 16.57845 13.91131 0.13 -0.01 0.51 -0.202
H 11.58229 18.24515 12.71357 0.00 0.56 -0.32 0.845
H 9.91619 17.59903 12.99238 1.12 -0.12 -0.13 -0.021
H 12.63136 17.39363 10.76634 -0.69 0.13 0.16 0.442
H 10.86064 17.56971 10.54214 -0.24 0.28 -0.62 0.368
H 12.64363 15.13323 9.83408 -0.11 0.08 0.42 -0.363
H 12.07708 16.37737 8.77891 0.08 0.11 -0.66 0.605
H 10.53554 14.08801 9.04594 0.24 0.92 0.26 0.219
H 9.95236 15.74325 8.72914 -0.31 -0.40 0.19 0.302
H 9.15654 14.03638 10.82338 -0.03 0.57 -0.11 0.470
H 8.84981 15.79658 10.87686 0.47 -0.28 -0.33 0.321
H 11.23996 14.18706 12.03524 -0.61 0.64 0.09 -0.794
H 9.90604 15.04480 12.92473 0.74 0.03 -0.53 0.158
H 10.30068 18.13487 17.45497 0.01 0.72 -0.35 0.300
H 9.70254 20.39384 18.36848 0.44 -0.08 -0.30 0.361
H 10.42697 22.43910 17.13458 0.12 -0.42 -0.20 0.327
H 11.55632 22.19337 14.85411 -0.06 -0.36 0.68 0.350
H 12.28047 19.96438 14.14198 -0.38 0.18 -0.25 0.253
H 11.63289 14.17740 15.81334 -0.30 0.56 0.10 -0.226
H 9.85155 12.85750 16.81424 0.44 -1.06 0.30 0.497
H 7.62564 13.65741 17.07274 -0.48 -0.18 0.42 0.405
H 7.05822 16.14603 16.57594 0.85 -0.65 0.02 0.305
H 8.87001 17.49909 15.51760 -0.14 -0.65 0.55 0.419
C 17.58797 10.19988 12.99495 0.24 0.07 0.57 -1.327
Sb 17.18466 11.90588 14.31942 -1.41 0.34 -0.12 0.556
C 18.61388 13.43630 13.73358 0.10 0.14 0.74 -1.120
C 17.74656 11.09493 16.40799 0.99 -0.57 -3.29 -1.968
C 18.16350 12.20682 17.21670 0.20 0.92 1.15 0.628
C 19.50498 12.40834 17.57360 -0.88 -0.23 0.23 -0.371
C 19.85874 13.28006 18.60211 1.56 -0.34 -0.88 -0.618
C 18.87637 14.00923 19.22271 -1.85 0.04 0.62 -0.424
C 17.52648 13.91776 18.84852 1.04 -0.23 0.43 -0.879
C 17.07100 13.04866 17.77654 2.58 -0.06 0.92 1.799
C 15.78328 12.92319 17.40238 -2.15 -0.06 0.42 -1.637
Sb 14.29037 15.59471 16.54016 0.58 0.13 -1.36 0.725
C 13.20709 16.65275 18.04378 1.39 -0.57 1.18 -1.186
C 16.19412 16.73514 16.62800 -0.85 0.01 -0.03 -1.203
H 18.56085 10.31381 12.52229 0.16 -0.31 0.04 0.400
H 16.82917 10.13153 12.22033 -0.14 0.19 0.01 0.265
H 17.51414 9.29116 13.61823 0.29 0.29 -0.31 0.333
H 18.88380 13.25831 12.69686 0.09 0.04 -0.15 0.357
H 19.49632 13.36429 14.38156 -0.03 0.10 -0.21 0.428
H 18.17185 14.46039 13.83902 0.21 -1.02 -0.10 0.171
H 18.49723 10.33482 16.09992 -0.16 0.49 0.69 0.452
H 16.80106 10.61980 16.59196 -0.45 -0.04 0.59 0.599
H 20.31639 11.79504 17.16906 -0.45 -0.05 -0.18 0.283
H 20.93118 13.33249 18.83097 -0.51 0.26 0.25 0.286
H 19.08258 14.55911 20.13828 0.19 0.26 -0.21 0.327
H 16.83408 14.46351 19.49937 -0.15 -0.18 -0.50 0.264
H 14.98065 13.25833 18.10886 0.76 -0.12 -0.89 0.390
H 15.47649 12.43003 16.48175 -0.12 -0.04 0.45 -0.056
H 13.43145 16.13974 19.00930 -0.50 0.35 -0.61 0.407
H 12.17958 16.63693 17.79177 -1.13 -0.18 0.00 0.118
H 13.54783 17.66295 18.12885 0.17 0.76 0.01 0.457
H 16.02411 17.77887 16.90742 -0.22 -0.01 -0.19 0.444
H 16.69538 16.68848 15.65971 -0.16 -0.06 -0.02 0.225
H 16.83639 16.31711 17.38254 0.28 -0.48 0.29 0.386
S 17.77074 18.50344 11.05924 0.18 0.19 -0.09 -0.515
C 17.27759 17.33128 12.10026 -1.29 -2.24 2.12 0.155
N 16.85784 16.48216 12.84021 1.54 2.56 -1.94 -0.455
```
Positions in Å, forces in eV/Å.

Its LUMO energy is 0.128 Eh. As for the total charge: -2. The HOMO-LUMO gap comes out at 0.1370 Ha. The spin multiplicity is 1.